Arrangement one

This record from the Open Molecules 2025 dataset describes a cluster of 3 separate species, C3H12O4 in total. The level of theory is ωB97M-V/def2-TZVPD.

Structure (XYZ):
```
19
Properties=species:S:1:pos:R:3:mulliken_charge:R:1
O -0.65 -2.00 -3.27 -0.53
C 0.01 -1.04 -2.43 -0.51
C -0.60 0.32 -2.08 -0.40
C 0.19 0.80 -0.79 -0.51
O 0.10 0.08 0.41 -0.53
H -0.97 -1.67 -4.10 0.27
H 0.23 -1.76 -1.54 0.24
H 0.99 -0.94 -2.89 0.35
H -0.46 0.90 -2.96 0.30
H -1.64 0.01 -1.90 0.29
H 1.30 0.93 -1.05 0.40
H -0.41 1.62 -0.47 0.24
H 1.15 0.04 0.67 0.38
O 3.35 -0.21 2.41 -0.57
H 3.62 -1.09 2.43 0.31
H 3.44 0.06 3.23 0.27
O -3.46 1.19 4.54 -0.63
H -3.32 0.90 5.48 0.32
H -2.86 1.86 4.31 0.31
```

Results
SMILES string = OCCCO.O.O
LUMO energy = 0.63 eV
frontier orbital gap = 10.232 eV

***

Arrangement two

This record from the Open Molecules 2025 dataset describes a cluster of 4 separate species, C3H12O4 in total. The level of theory is ωB97M-V/def2-TZVPD.

Structure (XYZ):
```
19
Properties=species:S:1:pos:R:3:mulliken_charge:R:1
C -0.14 -1.59 -2.20 -0.83
C -0.26 -0.23 -2.06 -0.20
C -1.45 0.30 -1.34 -0.28
O -1.11 1.41 -0.46 -0.45
H 0.82 -2.10 -2.37 0.27
H -0.92 -2.24 -1.87 0.29
H 0.42 0.50 -2.49 0.50
H -1.91 -0.48 -0.76 0.30
H -2.12 0.92 -2.01 0.22
H -0.68 1.05 0.32 0.18
O 2.34 0.51 0.13 -0.63
H 2.11 1.02 0.92 0.33
H 1.68 0.84 -0.50 0.30
O 0.50 -1.07 2.19 -0.70
H 1.38 -0.76 2.46 0.33
H 0.64 -1.47 1.33 0.34
O -0.49 1.41 2.67 -0.66
H -0.53 1.49 3.62 0.29
H -0.30 0.47 2.43 0.39
```

Results
SMILES string = C=CCO.O.O.O
LUMO energy = 0.44 eV
frontier orbital gap = 10.365 eV

***

Arrangement three

This record from the Open Molecules 2025 dataset describes a cluster of 4 separate species, C3H12O4 in total. The level of theory is ωB97M-V/def2-TZVPD.

Structure (XYZ):
```
19
Properties=species:S:1:pos:R:3:mulliken_charge:R:1
C -0.01 1.25 0.18 -1.17
C -0.19 0.74 1.60 -0.14
C 0.25 -0.69 1.76 -0.12
O -0.14 -1.32 2.73 -0.52
H 0.87 1.79 -0.16 0.29
H -0.88 1.82 -0.18 0.37
H -0.14 0.42 -0.52 0.25
H 0.39 1.37 2.28 0.33
H -1.19 0.80 2.01 0.28
H 0.83 -1.26 1.04 0.43
O -3.18 -0.69 1.01 -0.59
H -3.71 -1.28 0.45 0.29
H -3.36 -1.10 1.85 0.31
O 1.42 0.71 -2.79 -0.63
H 0.72 0.82 -3.44 0.29
H 2.09 1.39 -2.90 0.29
O 2.00 -1.67 -1.30 -0.63
H 1.86 -0.81 -1.70 0.38
H 2.37 -2.29 -1.92 0.30
```

Results
SMILES string = CCC=O.O.O.O
LUMO energy = 0.37 eV
frontier orbital gap = 9.512 eV

***

Arrangement four

This record from the Open Molecules 2025 dataset describes a cluster of 4 separate species, C3H12O4 in total. The level of theory is ωB97M-V/def2-TZVPD.

Structure (XYZ):
```
19
Properties=species:S:1:pos:R:3:mulliken_charge:R:1
C 0.04 1.35 0.78 -0.54
C -1.06 0.57 0.80 -0.16
C -1.33 -0.33 2.05 -0.47
O -0.30 -1.26 2.37 -0.51
H 0.62 1.47 -0.12 0.24
H 0.40 2.03 1.57 0.26
H -1.42 0.12 -0.12 0.27
H -1.56 0.25 2.93 0.30
H -2.25 -1.02 1.95 0.30
H -0.32 -1.95 1.70 0.31
O -4.22 3.33 1.45 -0.63
H -3.42 3.84 1.61 0.32
H -4.81 3.85 0.89 0.31
O 3.34 -2.14 -4.56 -0.64
H 3.15 -2.19 -3.61 0.29
H 3.96 -1.44 -4.73 0.33
O 2.86 -1.40 -1.72 -0.66
H 3.81 -1.24 -1.70 0.33
H 2.61 -1.50 -2.64 0.34
```

Results
SMILES string = C=CCO.O.O.O
LUMO energy = 0.53 eV
frontier orbital gap = 10.021 eV

***

Of them, arrangement three has the highest stability.

***

Arrangement one

This record from the Open Molecules 2025 dataset describes an isolated molecule of C3H5FOS. The level of theory is ωB97M-V/def2-TZVPD.

Structure (XYZ):
```
11
Properties=species:S:1:pos:R:3:mulliken_charge:R:1
C -0.71 0.64 -0.67 -0.42
C -0.19 -0.72 -1.04 -0.69
C -0.25 -0.27 0.39 -0.04
O 2.03 -0.55 2.22 -0.46
F 1.02 1.63 1.74 -0.31
S 1.58 0.17 1.10 0.60
H -0.18 1.52 -0.82 0.28
H -1.91 0.65 -0.84 0.18
H -0.92 -1.36 -1.43 0.24
H 0.65 -0.94 -1.54 0.28
H -1.11 -0.77 0.91 0.33
```

Results
LUMO energy = 0.62 eV
frontier orbital gap = 10.758 eV

***

Arrangement two

This record from the Open Molecules 2025 dataset describes an isolated molecule of C3H5FOS. The level of theory is ωB97M-V/def2-TZVPD.

Structure (XYZ):
```
11
Properties=species:S:1:pos:R:3:mulliken_charge:R:1
O -0.64 1.36 -1.60 -0.44
C 0.21 1.25 -0.73 -0.04
C 0.09 0.46 0.57 -0.07
S -1.40 -0.63 0.55 -0.17
C 1.34 -0.33 0.80 -0.32
F 1.59 -1.15 -0.25 -0.27
H 1.16 1.83 -0.76 0.28
H -0.05 1.20 1.31 0.33
H -1.15 -1.11 -0.69 0.15
H 2.17 0.37 0.85 0.29
H 1.24 -1.02 1.69 0.26
```

Results
SMILES string = O=C[C@@H](S)CF
LUMO energy = 0.64 eV
frontier orbital gap = 10.118 eV

***

Arrangement three

This record from the Open Molecules 2025 dataset describes a structure of composition C3H5FOS. The level of theory is ωB97M-V/def2-TZVPD.

Structure (XYZ):
```
11
Properties=species:S:1:pos:R:3:mulliken_charge:R:1
C -0.52 0.03 0.55 -0.05
C 0.26 -1.16 0.05 -0.36
C 0.71 1.07 0.31 -0.05
H -1.70 1.01 -1.57 0.18
H -0.62 -0.07 1.72 0.32
H 1.05 -1.47 0.72 0.28
H -0.44 -2.19 -0.52 0.24
H 1.72 0.89 0.53 0.40
O 0.79 2.08 -0.44 -0.48
F 0.93 -0.61 -1.03 -0.25
S -2.18 0.43 -0.34 -0.22
```

Results
LUMO energy = 0.71 eV
frontier orbital gap = 10.355 eV

***

Of them, arrangement two has the highest stability.

***

Arrangement one

This record from the Open Molecules 2025 dataset describes a cluster of 2 separate species, C2H7N2O in total. The level of theory is ωB97M-V/def2-TZVPD.

Structure (XYZ):
```
12
Properties=species:S:1:pos:R:3:mulliken_charge:R:1
C -1.17 1.48 -0.41 -0.59
O -2.19 0.66 -0.11 -0.87
H -0.48 1.07 -1.20 0.06
H -0.53 1.73 0.47 0.17
H -1.52 2.45 -0.83 0.28
N 1.68 -0.38 0.10 -0.51
C 0.56 -1.11 0.42 0.37
N 0.57 -2.24 0.99 -0.78
H 1.40 0.51 -0.27 0.27
H 2.46 -0.95 -0.21 0.23
H -0.36 -0.70 -0.05 0.08
H -0.41 -2.50 1.10 0.30
```

Results
LUMO energy = 4.41 eV
frontier orbital gap = 6.757 eV
net charge = -1

***

Arrangement two

This record from the Open Molecules 2025 dataset describes a cluster of 2 separate species, C2H7N2O in total. The level of theory is ωB97M-V/def2-TZVPD.

Structure (XYZ):
```
12
Properties=species:S:1:pos:R:3:mulliken_charge:R:1
C 0.20 -1.43 -0.88 -1.03
C 0.91 1.00 0.22 -0.84
N -1.48 0.63 0.59 -0.13
N -0.41 0.56 -0.26 -0.35
O -1.41 0.40 1.83 -0.72
H -0.05 -1.82 0.04 0.21
H -0.30 -1.79 -1.74 0.26
H 1.19 -1.31 -1.03 0.30
H 1.74 0.78 -0.38 0.31
H 0.78 2.03 0.40 0.37
H 1.00 0.61 1.21 0.34
H -2.19 0.33 -0.02 0.29
```

Results
LUMO energy (alpha / beta) = 4.66 / 4.64 eV
frontier orbital gap (alpha / beta) = 5.623 / 5.696 eV
net charge = -1

***

Of them, arrangement one has the highest stability.

***

Arrangement one

This record from the Open Molecules 2025 dataset describes a cluster of 2 separate species, C2H7N2O in total. The level of theory is ωB97M-V/def2-TZVPD.

Structure (XYZ):
```
12
Properties=species:S:1:pos:R:3:mulliken_charge:R:1
C 1.94 -0.91 -0.17 -0.57
O 1.36 0.10 0.60 -0.42
H 2.49 -1.64 0.46 0.22
H 1.38 -1.66 -0.88 0.23
H 2.79 -0.46 -0.75 0.21
N -1.61 1.45 -0.63 -0.46
C -1.44 0.90 0.61 -0.94
N -1.56 -0.46 0.67 -0.69
H -1.87 2.38 -0.74 0.31
H -1.71 0.75 -1.35 0.30
H 0.36 0.05 0.62 0.53
H -2.12 -0.49 1.56 0.28
```

Results
LUMO energy = 4.26 eV
frontier orbital gap = 5.871 eV
net charge = -1

***

Arrangement two

This record from the Open Molecules 2025 dataset describes a cluster of 2 separate species, C2H7N2O in total. The level of theory is ωB97M-V/def2-TZVPD.

Structure (XYZ):
```
12
Properties=species:S:1:pos:R:3:mulliken_charge:R:1
C -0.62 -1.08 0.34 -0.76
C -0.46 1.14 -0.50 -0.71
N 1.37 0.37 0.77 -0.57
N -0.07 0.24 0.54 -0.04
O 1.99 -0.17 -0.98 -0.83
H 0.01 -1.70 -0.30 0.30
H -1.02 -1.48 1.31 0.25
H -1.49 -0.90 -0.37 0.27
H -0.34 2.16 -0.22 0.21
H 0.42 0.83 -1.16 0.34
H -1.51 0.98 -0.85 0.31
H 1.73 -0.38 1.41 0.23
```

Results
LUMO energy (alpha / beta) = 4.51 / 4.51 eV
frontier orbital gap (alpha / beta) = 7.186 / 7.123 eV
net charge = -1

***

Of them, arrangement one has the highest stability.